15
Properties=species:S:1:pos:R:3:forces:R:3:nbo_charge:R:1 method="wB97M-V/def2-TZVPD" smiles="C[C@@H]1[C@H]2CN=CN12" e_homo_ev=-9.162
C 2.1334 -0.1708 -0.1287 2.402 2.583 1.137 -0.60
C 0.6406 -0.2769 -0.2127 3.007 0.038 -3.285 -0.08
C -0.2056 0.4832 0.5863 -1.510 2.522 1.456 -0.10
C -1.4786 1.0038 -0.0096 -1.442 -0.565 -1.397 -0.28
N -2.2520 -0.2557 -0.2820 0.638 -1.413 0.025 -0.42
C -1.4937 -1.2643 0.0275 -3.123 0.683 -0.918 0.23
N -0.3004 -0.9505 0.6057 1.852 -1.867 2.188 -0.43
H 2.5290 0.3284 0.9163 -1.016 -1.486 -2.446 0.21
H 2.4448 0.6609 -0.9658 -0.696 -2.109 2.001 0.22
H 2.7106 -1.0892 -0.3315 -0.355 0.400 0.109 0.23
H 0.4395 -0.1933 -1.2597 -0.876 -0.462 -0.717 0.19
H 0.2283 0.8846 1.4748 -0.044 0.537 0.537 0.21
H -1.4726 1.5420 -0.9976 0.673 -0.435 0.828 0.21
H -2.0968 1.6423 0.6028 0.049 0.079 0.637 0.21
H -1.8264 -2.3444 -0.0255 0.441 1.494 -0.155 0.21



15
Properties=species:S:1:pos:R:3:forces:R:3:nbo_charge:R:1 method="wB97M-V/def2-TZVPD" e_homo_ev=-8.018
C -0.1159 -1.3796 -1.0802 -0.053 0.174 0.067 -0.62
N -0.4896 1.8537 -1.0502 0.153 0.077 -0.586 -0.65
C 0.1819 0.2518 2.0383 0.380 -0.975 -0.523 -0.27
C 0.6961 -0.7047 1.2315 -0.298 0.362 0.817 -0.18
C 0.5394 -0.3469 -0.1833 -1.160 1.959 -0.285 -0.11
N -0.3291 1.0089 0.0389 1.301 -2.148 0.361 -0.21
C -0.3751 1.3705 1.2869 -0.514 0.877 -0.359 -0.02
H -0.7304 2.7811 -0.7113 -0.067 -0.252 0.080 0.38
H -1.2036 1.4883 -1.6762 -0.033 0.172 0.278 0.35
H 0.1424 0.2013 3.1138 0.038 -0.016 0.082 0.22
H 1.0665 -1.6669 1.5468 0.181 -0.073 0.025 0.22
H 1.4393 0.0725 -0.6371 0.082 -0.158 0.057 0.24
H 0.5231 -2.2587 -1.1704 0.020 0.011 0.023 0.22
H -0.2707 -0.9807 -2.0818 -0.017 0.003 -0.024 0.22
H -1.0745 -1.6907 -0.6658 -0.012 -0.013 -0.014 0.22



15
Properties=species:S:1:pos:R:3:forces:R:3:nbo_charge:R:1 method="wB97M-V/def2-TZVPD" e_homo_ev="-7.350 / -7.350"
C 2.1121 0.0555 0.4882 -0.185 -0.024 0.025 0.05
N 0.8487 -0.1437 0.3871 0.382 0.113 0.046 -0.28
C 0.2859 -1.4882 0.4232 -0.236 0.016 0.046 -0.11
C -1.0291 -1.3165 0.3082 0.168 -0.030 -0.027 -0.21
C -1.2685 0.1401 0.1391 0.002 0.077 0.045 0.05
N -2.5625 0.6276 -0.0259 0.060 -0.003 -0.101 -0.80
C -0.1329 0.8976 0.2104 -0.229 -0.421 0.117 -0.28
H 1.8648 1.8889 -1.6793 -0.063 0.075 -0.086 -0.08
H 2.4683 1.0784 0.5112 -0.081 -0.130 -0.044 0.23
H 2.7934 -0.7880 0.5296 -0.132 0.057 0.100 0.19
H 0.9169 -2.3480 0.5983 -0.086 0.116 -0.065 0.22
H -1.7839 -2.0951 0.3412 0.141 0.115 -0.056 0.23
H -3.1741 0.0431 -0.5792 0.069 0.002 0.074 0.37
H -2.5605 1.5786 -0.3704 -0.014 -0.026 0.102 0.39
H 1.2211 1.8695 -1.2816 0.203 0.063 -0.176 0.04



Q: Which ΔE to the lowest compared entry with this formula, charge and spin values were calculated for the entries above? A: 63.60 77.84 112.97, in kcal per mole.